[1]
{"formula": "C36H46BaN3O7S", "method": "wB97M-V/def2-TZVPD", "molar_mass_g_mol": 802.2, "spin_multiplicity": 1, "homo_lumo_gap_ev": 5.8753, "e_tot_ha": -2514.2251, "charge": -1, "species": ["Ba", "C", "C", "C", "C", "C", "C", "C", "C", "C", "C", "C", "C", "C", "C", "C", "C", "C", "H", "H", "H", "H", "H", "H", "H", "H", "H", "H", "H", "H", "H", "H", "H", "H", "H", "H", "H", "H", "H", "H", "H", "H", "H", "H", "H", "H", "H", "O", "C", "O", "C", "C", "C", "C", "C", "C", "N", "O", "O", "H", "H", "H", "H", "N", "C", "C", "C", "N", "C", "C", "H", "H", "H", "H", "H", "H", "C", "C", "C", "C", "C", "C", "C", "S", "O", "O", "O", "H", "H", "H", "H", "H", "H", "H"], "xyz": [[-0.29301, 0.42693, 0.34481], [0.05589, 0.02918, 3.29893], [1.38397, 0.37453, 2.94235], [1.37678, 1.77446, 2.65148], [0.03637, 2.21479, 2.80414], [-0.78487, 1.14533, 3.19851], [-2.26574, 1.23426, 3.52800], [-2.44284, 2.14974, 4.74636], [-2.83226, -0.14794, 3.85061], [-3.05188, 1.82000, 2.34799], [2.51320, 2.75918, 2.34117], [3.58570, 2.72183, 3.43824], [3.15591, 2.51469, 0.96592], [1.98402, 4.20190, 2.32093], [2.48487, -0.67307, 3.19064], [2.94815, -0.58375, 4.65598], [1.93298, -2.09506, 2.97574], [3.70777, -0.58594, 2.27315], [-0.25068, -0.97120, 3.55956], [-0.31944, 3.21401, 2.60326], [-1.87067, 1.76604, 5.59333], [-3.49756, 2.21383, 5.03429], [-2.08284, 3.15638, 4.52730], [-2.32152, -0.58316, 4.71233], [-2.72435, -0.82351, 2.99956], [-3.89740, -0.07036, 4.08795], [-2.62670, 2.77125, 2.02044], [-4.09533, 1.99673, 2.62809], [-3.06229, 1.12358, 1.50363], [4.09878, 1.76605, 3.49705], [3.12743, 2.91667, 4.41035], [4.33965, 3.49343, 3.25153], [3.63108, 1.53896, 0.89618], [3.92160, 3.27197, 0.77077], [2.39760, 2.60435, 0.18532], [1.56790, 4.47804, 3.29204], [1.22617, 4.33092, 1.55365], [2.81607, 4.87949, 2.10701], [2.09769, -0.74648, 5.31996], [3.36279, 0.39681, 4.88257], [3.71093, -1.33969, 4.87145], [1.16230, -2.35427, 3.69832], [2.74347, -2.81993, 3.09168], [1.51350, -2.21013, 1.97264], [4.28763, 0.32205, 2.41210], [3.39813, -0.65325, 1.22872], [4.36946, -1.43265, 2.47658], [-2.61954, -1.20293, 0.35435], [-2.04171, -2.27509, 0.04188], [-0.80765, -2.42507, -0.11753], [-2.92550, -3.49129, -0.16047], [-4.29078, -3.40529, 0.08469], [-5.10454, -4.50994, -0.09890], [-4.54023, -5.69846, -0.53269], [-3.17942, -5.80218, -0.78023], [-2.37453, -4.69508, -0.58923], [-5.39799, -6.87158, -0.73410], [-6.58709, -6.75548, -0.50310], [-4.87530, -7.89797, -1.12837], [-4.69704, -2.46103, 0.41808], [-6.16838, -4.46922, 0.08686], [-2.77416, -6.74642, -1.11501], [-1.30805, -4.73742, -0.76117], [4.12906, -2.18123, -4.48299], [3.40608, -1.58615, -3.46568], [4.01109, -0.71606, -2.56108], [3.25158, -0.17243, -1.54533], [1.95631, -0.43377, -1.35981], [1.38746, -1.27672, -2.22723], [2.05426, -1.86810, -3.27973], [4.97882, -1.71736, -4.75601], [3.59535, -2.53391, -5.25932], [5.05876, -0.45985, -2.65503], [3.69870, 0.53502, -0.85676], [0.34304, -1.51704, -2.05913], [1.53373, -2.54373, -3.94601], [-6.32738, 4.74362, 0.80828], [-4.98621, 4.39999, 0.21687], [-4.82854, 3.29487, -0.60640], [-3.58279, 2.95768, -1.12494], [-2.48135, 3.73739, -0.81902], [-2.62312, 4.85515, -0.00088], [-3.86620, 5.17986, 0.50628], [-0.85974, 3.27255, -1.36843], [-0.07973, 3.16870, -0.12569], [-0.42522, 4.28410, -2.29291], [-1.00829, 1.91460, -1.91861], [-7.09852, 4.05846, 0.45776], [-6.62733, 5.75874, 0.54127], [-6.29706, 4.68645, 1.89820], [-5.68787, 2.67413, -0.83278], [-3.45437, 2.08208, -1.74644], [-1.75096, 5.44766, 0.24472], [-3.97226, 6.04275, 1.15478]]}


[2]
{"formula": "C24H69N5O8", "method": "wB97M-V/def2-TZVPD", "molar_mass_g_mol": 555.8, "smiles": "COC[C@H](C)N.COC[C@H](C)N.COC[C@H](C)N.COC[C@H](C)N.COC[C@H](C)N.CCO.CCO.O", "spin_multiplicity": 1, "homo_lumo_gap_ev": 9.2719, "e_tot_ha": -1831.3503, "species": ["C", "O", "C", "C", "C", "N", "H", "H", "H", "H", "H", "H", "H", "H", "H", "H", "H", "C", "O", "C", "C", "C", "N", "H", "H", "H", "H", "H", "H", "H", "H", "H", "H", "H", "C", "O", "C", "C", "C", "N", "H", "H", "H", "H", "H", "H", "H", "H", "H", "H", "H", "C", "O", "C", "C", "C", "N", "H", "H", "H", "H", "H", "H", "H", "H", "H", "H", "H", "C", "O", "C", "C", "C", "N", "H", "H", "H", "H", "H", "H", "H", "H", "H", "H", "H", "C", "C", "O", "H", "H", "H", "H", "H", "H", "C", "C", "O", "H", "H", "H", "H", "H", "H", "O", "H", "H"], "xyz": [[-6.21476, -0.88780, 3.22813], [-5.70754, -1.96643, 2.51700], [-4.25487, -1.87088, 2.59400], [-3.67724, -2.87729, 1.68860], [-2.14694, -2.76589, 1.71560], [-4.03652, -2.80678, 0.29055], [-7.26531, -0.73677, 2.90650], [-5.76593, 0.08754, 3.07276], [-6.07709, -1.05830, 4.28726], [-4.05148, -0.84077, 2.15990], [-3.91435, -1.87575, 3.62026], [-3.98244, -3.84703, 1.99040], [-1.90078, -1.73177, 1.28095], [-1.85528, -3.65140, 1.15437], [-1.74073, -2.85151, 2.70868], [-4.96598, -3.08432, 0.10370], [-3.96133, -1.86861, 0.00012], [2.99441, 4.47584, -0.84286], [1.64693, 4.67660, -0.55371], [0.87273, 3.53452, -0.44458], [-0.22174, 3.94022, 0.58808], [0.29706, 3.95202, 2.03740], [-1.41540, 3.08677, 0.47491], [3.36838, 5.44700, -1.16417], [3.12504, 3.71349, -1.61968], [3.62820, 4.18896, -0.01373], [0.36437, 3.18023, -1.36124], [1.43978, 2.66978, -0.08553], [-0.54774, 4.96425, 0.29354], [1.29373, 4.39344, 2.06460], [0.35346, 2.96034, 2.45561], [-0.31719, 4.57209, 2.67463], [-1.17901, 2.08575, 0.61033], [-2.12869, 3.33893, 1.19573], [2.67169, 0.25614, 1.35908], [3.76246, -0.62217, 1.25563], [5.01450, -0.12002, 1.65228], [5.54829, 0.97570, 0.73068], [5.55221, 0.52236, -0.71883], [6.90119, 1.22685, 1.12832], [2.49924, 0.69623, 2.40158], [1.78784, -0.29306, 1.05014], [2.62915, 1.09400, 0.63893], [5.09727, 0.17393, 2.70658], [5.65248, -1.00934, 1.49249], [4.89385, 1.84555, 0.82348], [5.86367, 1.28052, -1.43671], [4.51984, 0.27208, -1.12766], [6.14066, -0.38762, -0.86092], [7.05259, 1.41787, 2.08834], [7.25539, 1.94591, 0.46135], [-0.14406, -3.66433, -2.04742], [0.87971, -4.36795, -1.25208], [1.98875, -3.58864, -1.04138], [2.93266, -4.24400, -0.10492], [2.35483, -4.18660, 1.35221], [4.25878, -3.68541, -0.25067], [0.17495, -3.40282, -3.07005], [-0.42161, -2.77295, -1.54953], [-0.99341, -4.32009, -2.09275], [2.45928, -3.36745, -1.99377], [1.78584, -2.53003, -0.65118], [3.02041, -5.30456, -0.36900], [2.59208, -3.21140, 1.84737], [2.85019, -5.01800, 1.89880], [1.23215, -4.32456, 1.28763], [4.29914, -2.84353, 0.30978], [4.90964, -4.27981, 0.26985], [-3.94096, 1.16295, -0.46110], [-2.85277, 0.42375, -0.93203], [-3.03204, -0.05314, -2.25673], [-2.84593, 1.09364, -3.30919], [-2.51428, 0.46687, -4.67313], [-1.58475, 1.88303, -2.87619], [-3.69527, 1.38442, 0.55869], [-4.81144, 0.50540, -0.56235], [-4.16641, 2.11425, -0.92471], [-2.09535, -0.62749, -2.35175], [-3.98884, -0.57627, -2.24570], [-3.78290, 1.68267, -3.24605], [-1.63762, -0.14685, -4.55363], [-2.34188, 1.25469, -5.42661], [-3.33747, -0.13280, -4.99465], [-1.62576, 2.75851, -3.34583], [-1.59421, 2.02461, -1.85654], [2.65100, -0.48585, -4.15824], [1.21481, -0.08478, -4.21855], [0.87545, 0.69629, -3.08067], [3.23433, 0.31366, -3.79245], [3.00625, -0.74633, -5.14868], [2.91309, -1.29175, -3.46328], [0.53088, -0.96254, -4.40310], [1.06396, 0.55827, -5.12576], [-0.03064, 1.05603, -3.22202], [-1.66219, 0.84437, 3.57779], [-2.99358, 1.30556, 4.08350], [-3.55818, 2.04625, 3.01841], [-1.70900, 0.07101, 2.79315], [-1.12798, 0.38366, 4.43439], [-1.08160, 1.71046, 3.27638], [-2.89478, 2.02669, 4.90153], [-3.60423, 0.46619, 4.40869], [-4.49621, 2.29508, 3.20033], [-0.29871, -0.14249, -0.14936], [-1.25260, -0.06539, -0.22589], [-0.00962, 0.07809, -1.06447]]}


[3]
{"formula": "C27H46F5N2O8P", "method": "wB97M-V/def2-TZVPD", "molar_mass_g_mol": 652.6, "smiles": "CCCNP(C[C@H]1CO1)(NCCC)(OCC)C(F)(F)c1cccc(C(F)(F)F)c1.CCOC(=O)OC.CCOC(=O)OC", "spin_multiplicity": 1, "homo_lumo_gap_ev": 8.5048, "e_tot_ha": -2608.0589, "species": ["C", "C", "C", "N", "P", "C", "C", "C", "O", "N", "C", "C", "C", "O", "C", "C", "C", "F", "F", "C", "C", "C", "C", "C", "C", "F", "F", "F", "C", "H", "H", "H", "H", "H", "H", "H", "H", "H", "H", "H", "H", "H", "H", "H", "H", "H", "H", "H", "H", "H", "H", "H", "H", "H", "H", "H", "H", "H", "H", "C", "C", "O", "C", "O", "O", "C", "H", "H", "H", "H", "H", "H", "H", "H", "C", "C", "O", "C", "O", "O", "C", "H", "H", "H", "H", "H", "H", "H", "H"], "xyz": [[-0.64867, 2.02648, 1.17648], [-0.80753, 0.75795, 2.19023], [-0.56699, -0.63607, 1.37180], [-1.80364, -1.05543, 0.70334], [-2.27585, -2.73061, 0.88561], [-3.55017, -3.46162, -0.27925], [-3.03898, -4.99419, -0.87948], [-4.14582, -5.71858, -1.94196], [-2.72530, -5.03401, -2.34707], [-1.64486, -3.49434, 2.38228], [-1.96554, -4.95021, 2.45511], [-2.12810, -5.50906, 3.95587], [-1.25717, -4.57271, 4.92796], [-0.91102, -3.38819, 0.07463], [-0.60555, -2.82324, -1.21565], [0.91946, -2.24156, -1.32005], [-3.72633, -2.08846, 1.97407], [-3.15723, -1.29991, 3.06162], [-4.48800, -3.11982, 2.63669], [-4.77603, -1.13804, 1.25238], [-6.17376, -1.66494, 0.75238], [-7.23838, -0.78130, 0.06694], [-7.00886, 0.72588, -0.17013], [-5.63404, 1.30399, 0.33260], [-5.33191, 2.86126, 0.13999], [-6.59394, 3.53465, 0.23506], [-4.70178, 3.16311, -1.09421], [-4.52470, 3.29753, 1.23754], [-4.57951, 0.40483, 1.01446], [-1.47664, 1.99968, 0.36630], [-0.82640, 3.01914, 1.74255], [0.37300, 2.06373, 0.67165], [0.01654, 0.89663, 2.99072], [-1.85737, 0.84546, 2.62048], [-0.11891, -1.35378, 2.13403], [0.29766, -0.36670, 0.64845], [-2.00735, -0.62668, -0.19747], [-4.53479, -3.78411, 0.19085], [-3.67832, -2.81242, -1.22411], [-2.44592, -5.71492, -0.12598], [-4.93375, -4.95431, -1.51514], [-4.40693, -5.43639, -3.00608], [-0.60563, -3.46147, 2.33050], [-1.14632, -5.53130, 1.88167], [-2.95197, -5.15389, 1.90982], [-1.79046, -6.59921, 3.95035], [-3.22974, -5.36672, 4.25009], [-1.73429, -3.53294, 4.99045], [-0.15075, -4.49614, 4.64640], [-1.33929, -5.02743, 5.98343], [-1.38322, -2.12345, -1.66563], [-0.57665, -3.72629, -1.94510], [1.59802, -3.03959, -1.80870], [0.97377, -1.23454, -1.84879], [1.30524, -2.17105, -0.23100], [-6.39109, -2.77891, 0.92894], [-8.24203, -1.22038, -0.28840], [-7.77802, 1.42330, -0.65341], [-3.60530, 0.89842, 1.34309], [4.97775, 4.19657, 0.37763], [4.24029, 3.70498, 1.60862], [3.77236, 2.36313, 1.42134], [4.69231, 1.39904, 1.58932], [5.85023, 1.56656, 1.88858], [4.10557, 0.21540, 1.34446], [4.99802, -0.89559, 1.41136], [4.35956, 4.07475, -0.51561], [5.24705, 5.24951, 0.48259], [5.89265, 3.62302, 0.21114], [3.35660, 4.32553, 1.77513], [4.86000, 3.77948, 2.50637], [5.54762, -0.90856, 2.35472], [5.68750, -0.86991, 0.56458], [4.40288, -1.80711, 1.34645], [3.40600, 5.74437, -5.12152], [4.35986, 6.63771, -4.35148], [5.40736, 5.86687, -3.74994], [6.40823, 5.50817, -4.57133], [6.49872, 5.78546, -5.74345], [7.28036, 4.76824, -3.86786], [8.35936, 4.25318, -4.64615], [3.03728, 4.93608, -4.48459], [2.55571, 6.31821, -5.49577], [3.90579, 5.27577, -5.97269], [3.82187, 7.12682, -3.53603], [4.77241, 7.42770, -4.98492], [8.86378, 5.04639, -5.20157], [7.99187, 3.48116, -5.32588], [9.07810, 3.80001, -3.96278]]}


[4]
{"formula": "C18H39AlN3O5", "method": "wB97M-V/def2-TZVPD", "molar_mass_g_mol": 404.5, "spin_multiplicity": 1, "homo_lumo_gap_ev": 7.6062, "e_tot_ha": -1491.8159, "charge": -1, "species": ["C", "C", "C", "C", "C", "Al", "O", "C", "N", "H", "H", "H", "H", "H", "H", "H", "H", "H", "C", "O", "C", "C", "N", "C", "C", "O", "C", "H", "H", "H", "H", "H", "H", "H", "H", "H", "H", "H", "H", "H", "H", "H", "C", "O", "C", "C", "N", "C", "C", "O", "C", "H", "H", "H", "H", "H", "H", "H", "H", "H", "H", "H", "H", "H", "H", "H"], "xyz": [[-1.39963, 1.88033, -2.90550], [-0.92455, 0.62288, -3.38702], [-0.37115, -0.93799, -3.62017], [-0.94792, -1.87882, -2.39526], [-2.29268, -2.74296, -2.78443], [-4.04302, -1.82494, -2.13287], [-3.88389, 0.05500, -1.96638], [-4.65390, 0.67802, -3.09431], [-4.80845, 1.25199, -4.27064], [-1.85625, 2.73106, -2.20357], [0.81267, -0.85542, -3.60856], [-0.76295, -1.35965, -4.63933], [-0.14039, -2.67527, -2.03672], [-1.23848, -1.13620, -1.51394], [-2.39085, -3.00339, -3.92677], [-2.19515, -3.78028, -2.20611], [-4.36866, -2.36895, -0.65643], [-5.24107, -2.28751, -3.08328], [-2.41377, -4.54800, 0.68118], [-1.50751, -3.45575, 0.76757], [-1.75975, -2.58701, 1.88062], [-0.68264, -2.75739, 2.96319], [-0.80511, -4.04367, 3.65238], [0.35837, -4.40173, 4.47220], [1.72927, -4.51537, 3.77286], [1.84251, -5.62909, 2.88227], [1.27368, -5.41212, 1.59734], [-2.29161, -5.01131, -0.30105], [-2.18988, -5.30145, 1.43753], [-3.45243, -4.21468, 0.77991], [-2.76816, -2.71976, 2.28868], [-1.69907, -1.56733, 1.49767], [-0.78199, -1.94971, 3.69912], [0.29055, -2.65451, 2.47586], [-0.93430, -4.78230, 2.96363], [0.13117, -5.37251, 4.92612], [0.43689, -3.68132, 5.29576], [2.47424, -4.69321, 4.55744], [2.03655, -3.58693, 3.28007], [1.38803, -4.37924, 1.25669], [0.22500, -5.70661, 1.60369], [1.78531, -6.06581, 0.88515], [3.65076, 5.30835, -2.58574], [3.98460, 5.27280, -1.20405], [3.54165, 6.42675, -0.47644], [2.35907, 6.07562, 0.43974], [1.13883, 5.81338, -0.32625], [0.06515, 5.17980, 0.44822], [0.35674, 3.81575, 1.10829], [0.51071, 2.73698, 0.18151], [1.79934, 2.65533, -0.41386], [4.21533, 4.52007, -3.08997], [2.58891, 5.10874, -2.73579], [3.91913, 6.26939, -3.03745], [3.30494, 7.26741, -1.13847], [4.37812, 6.73699, 0.15136], [2.17478, 6.91234, 1.12512], [2.65301, 5.20742, 1.03556], [1.35859, 5.19778, -1.10688], [-0.77692, 5.04703, -0.23980], [-0.26840, 5.88504, 1.21944], [-0.52218, 3.55830, 1.71113], [1.19578, 3.85111, 1.81116], [2.59784, 2.95396, 0.27110], [1.82341, 3.25245, -1.32455], [1.97183, 1.61608, -0.70797]]}